Here is a molecular structure, C55H39BaClF6N6O7S2 from the Open Molecules 2025 dataset. Energies are from ωB97M-V with the def2-TZVPD basis set.

```
117
Properties=species:S:1:pos:R:3
Ba 0.283 0.928 -0.531
C -3.857 -1.835 5.731
C -2.718 -2.620 5.627
C -1.745 -2.314 4.684
C -1.894 -1.224 3.834
C -3.042 -0.440 3.944
C -4.016 -0.744 4.885
C -0.865 -0.853 2.813
C -0.635 -1.761 1.776
C -1.272 -3.070 1.665
C -0.709 -3.681 0.604
C 0.255 -2.734 0.046
C 1.144 -3.011 -1.010
C 0.975 -4.333 -1.685
C -0.221 -4.647 -2.330
C -0.397 -5.870 -2.963
C 0.626 -6.807 -2.964
C 1.822 -6.510 -2.324
C 1.991 -5.288 -1.690
C 2.165 -2.170 -1.490
N 2.450 -0.928 -1.040
C 3.490 -0.463 -1.777
C 4.140 0.768 -1.587
C 5.288 1.068 -2.495
C 6.430 0.267 -2.475
C 7.507 0.520 -3.311
C 7.466 1.594 -4.190
C 6.341 2.406 -4.216
C 5.265 2.144 -3.377
C 3.850 1.722 -0.593
C 4.603 2.942 -0.363
C 4.057 3.533 0.726
C 2.986 2.655 1.175
N 2.876 1.595 0.334
C 2.216 2.859 2.336
C 1.183 2.041 2.830
C 0.612 2.134 4.166
C -0.255 1.103 4.286
C -0.207 0.370 3.032
N 0.653 0.977 2.186
C 2.581 4.031 3.187
C 1.645 5.026 3.459
C 1.963 6.117 4.256
C 3.235 6.233 4.799
C 4.179 5.250 4.538
C 3.853 4.162 3.742
C 3.849 -1.441 -2.797
C 3.033 -2.501 -2.614
N 0.249 -1.595 0.763
H -4.618 -2.072 6.465
H -2.580 -3.472 6.281
H -0.853 -2.922 4.602
H -3.162 0.384 3.253
H -4.906 -0.131 4.945
H -2.056 -3.452 2.295
H -0.924 -4.669 0.234
H -1.024 -3.922 -2.323
H -1.339 -6.083 -3.453
H 0.491 -7.763 -3.455
H 2.626 -7.235 -2.308
H 2.919 -5.061 -1.182
H 6.465 -0.565 -1.782
H 8.379 -0.121 -3.271
H 8.303 1.798 -4.847
H 6.289 3.247 -4.896
H 4.387 2.775 -3.405
H 5.429 3.304 -0.953
H 4.347 4.469 1.172
H 0.867 2.861 4.920
H -0.839 0.836 5.152
H 0.656 4.937 3.027
H 1.212 6.873 4.443
H 3.486 7.083 5.422
H 5.174 5.320 4.959
H 4.585 3.389 3.547
H 4.614 -1.329 -3.547
H 3.008 -3.409 -3.196
F -1.879 2.723 -5.025
C -2.379 1.886 -4.111
F -3.672 2.162 -3.945
F -2.273 0.638 -4.567
S -1.535 2.087 -2.467
O -1.844 0.834 -1.784
O -2.040 3.319 -1.921
N 0.069 2.206 -2.868
S 0.892 3.416 -2.074
O 2.246 3.424 -2.521
O 0.592 3.380 -0.641
C 0.238 5.071 -2.726
F -0.522 4.921 -3.811
F 1.276 5.840 -3.064
F -0.449 5.695 -1.770
N -0.058 -1.074 -3.187
H -0.987 -1.283 -2.830
H 0.334 -1.958 -3.490
H -0.177 -0.494 -4.010
C -5.864 -1.471 1.937
C -6.298 -2.017 0.607
C -6.813 -3.309 0.579
C -7.223 -3.903 -0.598
Cl -7.892 -5.534 -0.562
C -7.118 -3.235 -1.800
C -6.605 -1.951 -1.796
C -6.208 -1.326 -0.617
O -5.873 -0.010 -0.771
C -4.837 0.631 0.003
C -3.506 -0.118 0.188
O -2.697 0.523 0.911
O -3.332 -1.215 -0.359
H -6.049 -2.217 2.711
H -6.420 -0.569 2.203
H -4.805 -1.233 1.972
H -6.887 -3.862 1.507
H -7.417 -3.714 -2.723
H -6.484 -1.397 -2.716
H -5.227 0.911 0.983
H -4.640 1.552 -0.548
```

Its total charge is -2. The calculation puts the orbital gap at 0.197 hartree. Its electronic energy is -4855.93804 Ha.


Here is a molecular structure, C55H39N3OP2RhS2Te from the Open Molecules 2025 dataset. Energies are from ωB97M-V with the def2-TZVPD basis set.

```
104
Properties=species:S:1:pos:R:3
Rh -0.593 -0.375 -0.153
O -2.382 -1.168 2.498
S -1.265 -0.403 1.966
C 0.226 -0.736 2.910
C 0.281 -0.309 4.230
C 1.435 -0.524 4.961
C 2.510 -1.169 4.366
C 2.423 -1.633 3.063
C 1.276 -1.423 2.304
P 0.918 -2.079 0.623
C 2.397 -2.429 -0.367
C 3.675 -2.716 0.116
C 4.680 -3.103 -0.754
C 4.416 -3.254 -2.110
C 3.137 -3.027 -2.592
C 2.136 -2.612 -1.725
C 0.403 -3.774 1.098
C -0.524 -3.978 2.120
C -0.842 -5.263 2.530
C -0.233 -6.357 1.934
C 0.675 -6.162 0.906
C 0.988 -4.880 0.482
C -1.501 1.317 2.398
C -2.500 1.652 3.286
C -2.662 2.995 3.615
C -1.835 3.956 3.054
C -0.843 3.594 2.146
C -0.668 2.261 1.808
P 0.507 1.641 0.566
C 2.132 1.633 1.388
C 3.145 0.823 0.878
C 4.422 0.861 1.415
C 4.694 1.697 2.488
C 3.686 2.489 3.020
C 2.413 2.463 2.470
C 0.669 2.965 -0.669
C -0.458 3.608 -1.183
C -0.322 4.559 -2.183
C 0.935 4.876 -2.682
C 2.060 4.251 -2.165
C 1.931 3.302 -1.162
H -0.563 0.201 4.676
H 1.497 -0.185 5.986
H 3.423 -1.327 4.924
H 3.274 -2.148 2.647
H 3.897 -2.672 1.172
H 5.670 -3.312 -0.369
H 5.203 -3.569 -2.783
H 2.910 -3.181 -3.639
H 1.130 -2.472 -2.099
H -1.020 -3.150 2.605
H -1.563 -5.402 3.325
H -0.472 -7.359 2.266
H 1.140 -7.010 0.421
H 1.693 -4.758 -0.328
H -3.145 0.881 3.687
H -3.445 3.288 4.302
H -1.971 4.999 3.308
H -0.231 4.358 1.680
H 2.940 0.139 0.063
H 5.199 0.231 1.000
H 5.689 1.729 2.913
H 3.893 3.136 3.863
H 1.640 3.090 2.895
H -1.441 3.364 -0.806
H -1.202 5.055 -2.569
H 1.037 5.618 -3.462
H 3.044 4.508 -2.536
H 2.820 2.836 -0.757
N -8.241 5.839 -1.952
C -7.385 5.105 -1.732
C -6.309 4.191 -1.459
C -5.474 4.412 -0.366
C -4.436 3.538 -0.109
C -4.216 2.434 -0.938
C -5.063 2.218 -2.027
C -6.103 3.090 -2.288
C -3.116 1.553 -0.677
C -2.168 0.827 -0.481
H -5.647 5.267 0.274
H -3.785 3.697 0.742
H -4.904 1.356 -2.662
H -6.761 2.923 -3.129
Te -2.469 -2.009 -1.145
C -1.786 -3.948 -1.511
C -2.286 -5.104 -0.979
C -1.826 -6.269 -1.648
C -0.981 -5.983 -2.678
S -0.770 -4.298 -2.855
H -2.970 -5.111 -0.142
H -2.109 -7.275 -1.373
H -0.489 -6.677 -3.341
N 1.516 2.134 -6.911
C 1.189 1.676 -5.911
C 0.790 1.116 -4.648
C 1.739 0.837 -3.673
C 1.306 0.338 -2.464
N 0.021 0.090 -2.182
C -0.885 0.350 -3.133
C -0.545 0.862 -4.371
H 2.790 1.022 -3.840
H 2.017 0.134 -1.680
H -1.915 0.146 -2.887
H -1.316 1.063 -5.100
```

Its total charge is +1. The calculation puts the orbital gap at 0.245 hartree. Its electronic energy is -4216.23201 Ha. Its relative energy (zero: lowest compared OMol25 entry of this formula, charge and spin) is 0.000 eV.


Here is a molecular structure, C55H41BrIrN3O2P2S from the Open Molecules 2025 dataset. Energies are from ωB97M-V with the def2-TZVPD basis set.

```
106
Properties=species:S:1:pos:R:3
Ir 0.299 -0.565 -0.017
Br 4.835 -1.882 5.675
C 3.468 -1.441 4.525
C 2.203 -1.071 5.034
C 1.206 -0.741 4.174
C 1.398 -0.763 2.748
O 0.386 -0.506 2.037
C 2.712 -1.121 2.238
C 3.101 -1.105 0.838
N 2.374 -0.703 -0.138
C 2.829 -0.774 -1.489
C 4.144 -0.833 -1.873
C 4.485 -0.942 -3.233
C 3.511 -0.955 -4.191
C 2.150 -0.831 -3.829
C 1.112 -0.727 -4.783
C -0.164 -0.492 -4.360
C -0.428 -0.414 -2.985
N 0.500 -0.589 -2.062
C 1.808 -0.746 -2.468
C 3.698 -1.461 3.137
H 2.043 -1.057 6.104
H 0.222 -0.459 4.527
H 4.108 -1.462 0.636
H 4.941 -0.772 -1.143
H 5.528 -0.999 -3.512
H 3.770 -1.024 -5.240
H 1.347 -0.802 -5.837
H -0.983 -0.369 -5.054
H -1.426 -0.199 -2.638
H 4.684 -1.734 2.781
O -2.166 1.778 -0.575
C -3.283 1.500 0.168
C -4.201 2.430 0.636
C -5.318 1.974 1.319
C -5.518 0.617 1.541
C -4.555 -0.287 1.136
C -3.407 0.150 0.466
P -2.098 -1.037 0.061
C -2.381 -2.238 1.403
C -2.777 -3.553 1.188
C -2.990 -4.403 2.268
C -2.820 -3.940 3.563
C -2.462 -2.613 3.785
C -2.250 -1.764 2.712
C -2.711 -1.830 -1.461
C -2.128 -2.992 -1.973
C -2.591 -3.557 -3.150
C -3.637 -2.961 -3.844
C -4.222 -1.808 -3.347
C -3.766 -1.244 -2.162
C -1.714 3.048 -0.815
C -2.475 4.063 -1.377
C -1.903 5.314 -1.534
C -0.590 5.553 -1.141
C 0.174 4.517 -0.642
C -0.382 3.244 -0.480
P 0.735 1.883 -0.019
C 1.242 2.316 1.673
C 0.272 2.901 2.492
C 0.552 3.201 3.817
C 1.806 2.929 4.344
C 2.774 2.337 3.544
C 2.490 2.021 2.223
C 2.076 2.291 -1.192
C 3.348 2.729 -0.835
C 4.253 3.128 -1.812
C 3.894 3.108 -3.150
C 2.613 2.709 -3.512
C 1.712 2.310 -2.542
H -4.063 3.486 0.472
H -6.046 2.691 1.673
H -6.407 0.271 2.050
H -4.689 -1.338 1.353
H -2.937 -3.925 0.186
H -3.308 -5.422 2.093
H -3.000 -4.599 4.402
H -2.381 -2.239 4.797
H -2.012 -0.723 2.889
H -1.330 -3.484 -1.437
H -2.145 -4.471 -3.521
H -4.002 -3.405 -4.761
H -5.046 -1.346 -3.875
H -4.241 -0.347 -1.789
H -3.491 3.877 -1.697
H -2.490 6.113 -1.969
H -0.161 6.539 -1.249
H 1.211 4.692 -0.385
H -0.705 3.140 2.090
H -0.206 3.669 4.431
H 2.033 3.191 5.369
H 3.761 2.139 3.944
H 3.263 1.566 1.623
H 3.641 2.817 0.199
H 5.232 3.481 -1.518
H 4.596 3.434 -3.906
H 2.308 2.736 -4.551
H 0.698 2.062 -2.836
S 1.417 -5.030 -0.411
C 0.874 -4.715 1.174
C 0.446 -3.435 1.280
N 0.550 -2.703 0.111
C 1.058 -3.446 -0.854
H 0.879 -5.476 1.937
H 0.031 -2.986 2.166
H 1.209 -3.093 -1.862
```

Its spin multiplicity is 2. Its total charge is +3. The calculation puts the orbital gap (alpha / beta) at 0.243 / 0.173 hartree. Its electronic energy is -6193.73437 Ha. Its relative energy (zero: lowest compared OMol25 entry of this formula, charge and spin) is 0.632 eV.


Here is a molecular structure, C55H42ClN3O8P2S3Sn from the Open Molecules 2025 dataset. Energies are from ωB97M-V with the def2-TZVPD basis set.

```
115
Properties=species:S:1:pos:R:3
Sn 1.527 0.115 -1.197
S -0.296 2.635 0.321
P -1.795 1.551 -0.371
C -1.326 -0.059 -0.849
P -1.954 -0.860 -2.261
S -0.666 -0.717 -3.745
C -3.639 -0.355 -2.783
C -3.833 0.368 -3.956
C -5.102 0.820 -4.298
C -6.183 0.561 -3.467
C -5.998 -0.160 -2.294
C -4.732 -0.618 -1.958
C -2.318 -2.586 -1.786
C -1.952 -3.103 -0.550
C -2.266 -4.421 -0.228
C -2.918 -5.230 -1.146
C -3.265 -4.723 -2.393
C -2.970 -3.407 -2.707
C -3.048 1.299 0.944
C -3.553 2.398 1.638
C -4.429 2.219 2.698
C -4.795 0.935 3.091
C -4.278 -0.164 2.421
C -3.407 0.019 1.353
C -2.665 2.524 -1.658
C -3.994 2.923 -1.567
C -4.549 3.751 -2.538
C -3.784 4.167 -3.617
C -2.463 3.743 -3.729
C -1.899 2.935 -2.754
H -2.977 0.566 -4.589
H -5.241 1.389 -5.210
H -7.171 0.922 -3.731
H -6.838 -0.363 -1.640
H -4.591 -1.190 -1.047
H -1.427 -2.468 0.155
H -1.996 -4.809 0.744
H -3.150 -6.258 -0.894
H -3.764 -5.355 -3.118
H -3.237 -3.005 -3.678
H -3.231 3.395 1.356
H -4.817 3.080 3.228
H -5.466 0.795 3.930
H -4.537 -1.167 2.738
H -2.982 -0.837 0.841
H -4.613 2.574 -0.751
H -5.585 4.059 -2.454
H -4.216 4.813 -4.373
H -1.864 4.046 -4.580
H -0.864 2.624 -2.841
O 3.111 -3.670 -2.796
C 3.105 -2.837 -1.904
O 2.268 -1.872 -1.754
C 4.205 -2.921 -0.849
C 4.102 -2.268 0.372
C 5.089 -2.401 1.345
C 6.201 -3.186 1.098
C 6.294 -3.818 -0.131
C 5.323 -3.704 -1.106
N 7.473 -4.667 -0.400
O 7.653 -5.055 -1.537
O 8.202 -4.948 0.537
H 3.241 -1.647 0.563
H 4.987 -1.874 2.286
H 6.991 -3.307 1.825
H 5.409 -4.223 -2.049
S 4.781 0.776 -0.183
C 6.171 0.014 -0.605
N 7.168 -0.519 -0.893
C -1.309 2.726 4.151
C -0.182 1.993 4.835
C 0.681 2.691 5.673
C 1.718 2.033 6.318
C 1.905 0.682 6.107
C 1.063 -0.028 5.253
N 1.274 -1.418 5.169
C 1.250 -2.304 4.081
C 1.023 -3.646 4.414
C 0.921 -4.627 3.448
C 0.993 -4.279 2.105
C 1.218 -2.954 1.771
C 1.410 -1.961 2.730
C 1.980 -0.632 2.251
O 2.773 -0.045 2.985
O 1.655 -0.281 1.067
C -0.013 0.617 4.631
C -0.985 -0.124 3.751
H -1.281 3.787 4.404
H -2.285 2.332 4.449
H -1.245 2.628 3.064
H 0.539 3.756 5.813
H 2.394 2.577 6.967
H 2.736 0.163 6.572
H 1.755 -1.792 5.968
H 0.920 -3.905 5.463
H 0.758 -5.657 3.743
H 0.907 -5.027 1.329
H 1.302 -2.669 0.729
H -1.030 -1.182 4.005
H -0.711 -0.041 2.693
H -1.989 0.289 3.850
Cl 5.015 7.073 -5.783
C 4.286 5.684 -4.997
C 3.016 5.802 -4.457
C 2.441 4.694 -3.849
C 3.135 3.494 -3.767
C 4.415 3.405 -4.298
C 4.996 4.497 -4.928
C 2.493 2.306 -3.085
O 3.273 1.425 -2.606
O 1.255 2.276 -3.044
H 2.490 6.746 -4.512
H 1.446 4.748 -3.424
H 4.951 2.469 -4.202
H 5.989 4.436 -5.355
```

Its total charge is -2. The calculation puts the orbital gap (alpha / beta) at 0.168 / 0.228 hartree. Its electronic energy is -5439.14325 Ha. Its relative energy (zero: lowest compared OMol25 entry of this formula, charge and spin) is 3.258 eV.


Number 1: F_max 6.45 eV/A. Number 2: F_max 0.39 eV/A. Number 3: F_max 0.72 eV/A. Number 4: F_max 0.52 eV/A.